Record 1
A single C13H11NO3S molecule at a distorted geometry, computed with the ωB97M-V functional and the def2-TZVPD basis.

Geometry as XYZ:
```
29
Properties=species:S:1:pos:R:3:forces:R:3
O 0.619121 -2.521382 -1.856114 1.334 1.606 -0.216
O 3.917025 0.760926 0.793868 -2.585 -0.370 -2.691
O 3.529007 2.210767 -1.165900 -1.357 -1.591 0.246
C 1.572756 -1.766568 -1.798981 -0.566 -3.102 1.727
C -2.894212 1.283507 3.140010 2.784 0.220 -1.834
C 0.189139 1.727370 -0.623459 -1.477 1.029 0.016
C -1.768731 0.850772 3.906921 0.301 0.112 0.310
C 1.282742 1.345224 0.168945 0.081 -1.366 0.431
C -2.668259 1.614717 1.815037 0.147 -0.480 1.986
C -1.130319 1.857054 0.000768 3.627 0.780 -3.751
C -0.479525 0.734323 3.370821 -3.085 0.048 2.007
C 1.003357 1.030080 1.477282 1.847 -1.358 1.466
C -1.345752 1.545024 1.295402 -1.146 -1.102 1.027
C -0.274640 1.043776 2.061464 0.451 1.281 -1.991
N 1.932567 -0.624145 -2.419960 -0.412 3.646 -0.394
C 2.852438 -1.724868 -0.921619 -0.728 -0.289 -0.611
C 3.130801 -0.380995 -1.557332 -0.656 -0.348 -0.773
S 3.062476 1.030814 -0.417942 2.479 2.921 2.356
H -3.849017 1.522608 3.486089 -1.278 -0.273 1.122
H 0.471575 2.043621 -1.652049 -0.996 -0.094 0.662
H -1.938712 0.679489 4.970387 0.246 -0.118 -0.233
H -3.552192 1.912267 1.287704 0.130 0.357 -0.842
H -1.957206 2.332484 -0.485821 -0.101 -0.068 -0.869
H 0.332477 0.496114 3.987566 0.970 -0.520 0.851
H 1.794462 0.645129 2.177151 -0.483 0.531 -1.059
H 1.264080 0.154245 -2.375638 -0.080 -0.501 -1.012
H 3.609950 -2.384180 -1.228931 0.820 -1.377 0.134
H 2.601156 -1.760324 0.110006 0.197 -0.012 0.962
H 4.039572 -0.311715 -2.199543 -0.462 0.437 0.973
```
Positions in Å, forces in eV/Å.

Results
Electronic energy = -1180.5592 Eh
Orbital gap = 8.37 eV
Multiplicity = 1
SMILES = O=C1C[C@H](S(=O)(=O)c2ccc3ccccc3c2)N1

***

Record 2
A molecular structure, C4H11F3KO2Sb at a distorted geometry, computed with the ωB97M-V functional and the def2-TZVPD basis.

Geometry as XYZ:
```
22
Properties=species:S:1:pos:R:3:forces:R:3
O 1.497781 1.647158 0.635481 -0.094 0.414 -0.188
Sb -0.328300 1.500317 1.555039 -0.408 -1.151 1.009
C -0.560371 -0.597353 1.026002 0.164 -0.155 -0.082
C 0.717240 -1.362497 0.706082 -0.099 -0.007 0.203
O 1.207578 -1.177890 -0.619431 -0.010 0.026 -0.108
C 0.447212 -1.784428 -1.615302 0.155 -0.125 0.033
C -0.360511 -0.793683 -2.466616 -0.336 0.335 -0.333
F -0.017630 -0.881922 -3.779244 -0.034 0.033 0.368
F -0.196889 0.485633 -2.099434 0.026 -0.346 -0.114
F -1.696471 -1.046564 -2.424720 0.321 0.019 0.076
H 2.069293 2.155816 1.222973 0.037 -0.112 -0.024
H 0.426414 1.139951 3.082222 0.096 -0.025 -0.050
H -0.124405 3.258058 1.919195 -0.045 0.097 0.012
H -1.063610 1.947990 0.000783 -0.079 -0.755 0.008
H -1.939747 1.566642 2.266588 0.096 0.024 -0.029
H -1.280339 -0.677044 0.202305 0.016 0.027 0.137
H -1.018114 -1.055832 1.911043 0.003 0.093 -0.073
H 1.531801 -1.043667 1.364030 -0.081 -0.035 -0.140
H 0.560509 -2.441239 0.864919 0.046 0.060 -0.016
H 1.119913 -2.298515 -2.310789 -0.063 0.063 0.094
H -0.257464 -2.517151 -1.208577 -0.004 0.025 -0.049
K -0.733890 3.976220 -0.232548 0.292 1.494 -0.733
```
Positions in Å, forces in eV/Å.

Results
Electronic energy = -1449.1004 Eh
Orbital gap = 7.04 eV
Multiplicity = 1

***

Record 3
A molecular structure, H22NeO11, computed with the ωB97M-V functional and the def2-TZVPD basis.

Geometry as XYZ:
```
34
Properties=species:S:1:pos:R:3:forces:R:3
Ne -0.009176 0.466004 -0.044348 0.032 0.011 0.177
O 2.431574 -1.950076 -1.234128 -0.252 -0.145 -0.481
H 3.144904 -2.101126 -1.854278 0.047 -0.121 -0.326
H 2.849474 -1.520866 -0.487558 -0.062 0.049 0.611
O -1.370256 -2.945756 -2.491988 -0.286 -0.337 -0.320
H -1.427756 -2.819326 -1.544918 0.156 -0.076 0.639
H -0.478406 -3.261076 -2.638298 0.277 0.090 -0.116
O -1.370886 -1.019546 3.173102 -0.213 -0.158 -0.277
H -0.807206 -0.355486 3.570012 0.090 0.334 -0.037
H -0.838496 -1.815016 3.169182 0.144 -0.337 0.164
O -2.038986 -0.253246 -2.515238 0.041 0.540 -0.251
H -1.853156 -1.179466 -2.360918 0.227 -0.482 -0.455
H -2.357266 0.071264 -1.672848 -0.351 0.373 0.454
O 0.764234 -0.069816 -2.718158 0.622 0.493 -0.279
H 1.281024 -0.453306 -2.009578 0.317 -0.449 0.133
H -0.067116 0.167724 -2.307468 -0.819 -0.110 -0.297
O 1.545034 3.028744 -1.028358 0.135 0.197 0.375
H 1.113454 2.799964 -1.851538 -0.301 -0.292 -0.247
H 2.479864 2.944374 -1.215958 0.232 -0.007 -0.143
O 3.470924 -0.961066 1.049482 0.167 0.015 0.152
H 4.245234 -0.513106 0.708852 0.366 0.130 -0.033
H 3.198674 -0.432736 1.799792 -0.219 0.072 0.193
O -2.896226 0.989434 -0.166838 -0.162 -0.027 -0.297
H -2.228056 1.065484 0.514332 0.198 0.209 0.470
H -3.669276 0.659374 0.291072 -0.218 0.005 0.095
O -1.754616 -2.118226 0.219622 0.037 -0.302 -0.208
H -2.684886 -2.312716 0.333662 -0.298 -0.037 0.026
H -1.500036 -1.678956 1.031082 0.120 0.377 0.308
O 1.318024 2.977974 1.817172 -0.162 0.026 0.609
H 1.389084 2.970744 0.862642 -0.100 0.065 -0.859
H 2.112804 2.539054 2.120322 0.086 -0.038 0.178
O -1.572306 2.146314 2.273842 -0.325 -0.327 -0.062
H -1.605986 2.278934 3.221212 -0.100 0.068 0.179
H -0.814216 2.655514 1.987042 0.572 0.191 -0.071
```
Positions in Å, forces in eV/Å.

Results
Electronic energy = -969.7769 Eh
Orbital gap = 9.25 eV
Multiplicity = 1

***

Record 4
2 unconnected molecules or ions with the total composition C2H4N2O at a distorted geometry, computed with the ωB97M-V functional and the def2-TZVPD basis.

Geometry as XYZ:
```
9
Properties=species:S:1:pos:R:3:forces:R:3
C 0.607900 -1.077369 0.806600 0.280 1.464 -1.102
C -0.104475 -0.029407 -0.049730 -1.991 -4.276 -0.159
N 1.219888 -1.843218 1.408421 -0.321 0.010 -0.048
N 0.622462 0.928649 -0.731485 1.900 -1.148 -1.370
O -1.085335 0.613081 0.683635 0.584 1.162 -0.566
H -0.911108 -1.283685 -0.954885 1.563 2.667 1.379
H 1.223636 0.811715 -1.604250 -1.483 -0.510 2.098
H 0.163100 1.790008 -0.708543 -0.794 1.389 -0.069
H -1.736067 0.090226 1.150238 0.262 -0.758 -0.164
```
Positions in Å, forces in eV/Å.

Results
Electronic energy = -263.2401 Eh
Orbital gap = 9.49 eV
Multiplicity = 1

***

Record 5
A molecular structure, C3H2CrO2 at a distorted geometry, computed with the ωB97M-V functional and the def2-TZVPD basis.

Geometry as XYZ:
```
8
Properties=species:S:1:pos:R:3:forces:R:3
O 1.526735 0.228389 -0.548278 -0.133 1.427 -0.171
C 0.424821 0.890411 -0.362360 -0.052 -0.132 0.641
C -0.758299 0.271022 0.002071 0.786 1.216 -0.261
O -0.617532 -1.127506 -0.111364 -1.788 -1.761 1.138
C -0.570928 -1.377264 1.296523 0.670 0.832 -2.045
Cr 1.293358 -1.581618 0.179796 0.158 -0.899 0.735
H 0.458050 1.987936 -0.426810 -0.052 -0.307 -0.221
H -1.756205 0.708630 -0.029579 0.411 -0.376 0.185
```
Positions in Å, forces in eV/Å.

Results
Electronic energy = -1310.2125 Eh
Orbital gap (alpha / beta) = 6.57 / 7.06 eV
Multiplicity = 5
<S²> = 6.44

***

Record 6
A gas-phase ion, C3H7N2O (charge +1) at a distorted geometry, computed with the ωB97M-V functional and the def2-TZVPD basis.

Geometry as XYZ:
```
13
Properties=species:S:1:pos:R:3:forces:R:3
C 0.541108 -0.557485 -0.014406 1.064 0.700 0.227
C -1.504135 0.933179 0.050677 -0.438 -2.732 0.223
C 0.114003 0.727289 0.032065 -3.848 -2.730 0.137
N 0.795248 1.852838 0.010931 -0.636 0.685 0.120
N -0.402932 -1.649401 0.064056 -0.454 -1.134 -2.887
O -2.483401 0.185158 -0.072335 3.532 0.654 0.011
H 1.507672 -0.983348 -0.252657 0.272 0.746 0.299
H -1.710231 1.917301 0.256402 -0.481 2.965 0.346
H 0.352590 2.755160 0.198617 0.588 -0.563 -0.401
H 1.697143 1.724094 -0.355404 1.435 0.938 -0.179
H 0.051581 -2.568356 0.242413 -0.114 0.734 -0.791
H -0.951013 -1.593380 -0.845510 0.570 -1.078 1.087
H -1.114184 -1.635875 0.733652 -1.492 0.815 1.808
```
Positions in Å, forces in eV/Å.

Results
Electronic energy = -302.9454 Eh
Orbital gap = 9.16 eV
Multiplicity = 1
Net charge = +1
SMILES = N/C(C=O)=C/[NH3+]

***

Record 7
2 unconnected molecules or ions with the total composition CNO3S2 at a distorted geometry, computed with the ωB97M-V functional and the def2-TZVPD basis.

Geometry as XYZ:
```
7
Properties=species:S:1:pos:R:3:forces:R:3
C -2.074708 0.070443 0.082613 1.928 0.045 -0.032
N -0.892076 0.139917 0.136603 -0.854 -0.061 -0.009
O 1.785965 -0.778207 1.155415 -0.556 0.516 -0.169
O 1.495263 -0.743604 -1.268577 -0.297 0.508 0.497
O 1.880062 1.362735 -0.058795 -0.598 -0.133 0.158
S -3.714328 -0.032413 -0.017154 0.251 0.042 0.064
S 1.519824 -0.018874 -0.030103 0.126 -0.916 -0.508
```
Positions in Å, forces in eV/Å.

Results
Electronic energy = -1115.0279 Eh
Orbital gap = 7.65 eV
Multiplicity = 1
Net charge = -1

***

Record 8
8 unconnected molecules or ions with the total composition C21H59NO9 at a distorted geometry, computed with the ωB97M-V functional and the def2-TZVPD basis.

Geometry as XYZ:
```
90
Properties=species:S:1:pos:R:3:forces:R:3
C 3.274769 1.566987 3.736489 -1.545 -0.928 1.073
O 2.354306 2.655778 3.544588 0.988 0.879 -0.319
H 3.552746 1.148127 2.772028 -0.096 0.094 0.077
H 4.143668 1.703412 4.381486 0.170 0.850 -0.345
H 2.616831 0.914367 4.315327 0.574 -1.093 -0.378
H 2.252593 3.102636 4.388844 -0.081 0.101 -0.040
C 2.809234 4.546682 0.634436 1.199 0.573 0.498
O 3.131177 3.220983 0.989008 0.044 -0.531 -0.132
H 1.908330 4.636242 0.028082 -0.115 0.050 0.246
H 2.808303 5.058000 1.598857 -0.675 0.774 -0.361
H 3.667691 4.947004 0.092171 -0.200 0.158 -0.289
H 2.890348 3.178391 1.922728 -0.179 -0.614 0.140
C 0.084579 1.318787 1.390218 -0.004 -1.056 -0.909
O -0.760067 0.905152 0.287124 0.587 0.406 0.921
H 0.187931 2.396199 1.518532 -0.254 0.047 -0.090
H -0.233482 0.838745 2.316772 -0.201 0.215 0.130
H 1.074439 0.921952 1.160105 0.167 0.151 0.099
H -1.322937 1.655583 0.044505 -0.063 -0.247 -0.031
C -4.750629 -4.113206 0.520939 -0.488 -0.474 -0.242
O -3.891469 -4.265070 -0.599594 0.126 0.447 0.240
C -3.568375 -3.019699 -1.234529 -0.523 0.373 0.115
C -2.384670 -2.245388 -0.573712 -0.360 -1.017 -0.476
N -1.171281 -2.782107 -1.206046 0.434 0.819 0.937
C 0.065518 -2.327744 -0.489393 -0.695 -0.863 -2.024
C 1.253361 -3.144392 -1.056878 1.045 1.698 1.838
O 1.219674 -4.537604 -0.813191 0.662 0.106 -1.003
C 2.548555 -5.070615 -1.047565 -0.918 -0.112 0.345
H -4.326671 -3.530729 1.339886 0.026 0.359 -0.187
H -5.028653 -5.076423 0.951539 0.647 -0.348 -0.239
H -5.729667 -3.756881 0.191817 0.074 0.712 0.038
H -4.465879 -2.418849 -1.410794 -0.304 0.296 1.002
H -3.395718 -3.238484 -2.289767 0.979 -0.396 0.149
H -2.301184 -2.413451 0.504210 -0.559 -0.266 0.244
H -2.470783 -1.160770 -0.636294 0.116 -0.013 -0.512
H -1.245209 -3.780321 -1.048223 0.166 -0.248 -0.270
H -0.058440 -2.334055 0.595830 0.223 -0.580 0.171
H 0.175746 -1.270514 -0.736198 0.341 0.008 -0.139
H 2.125612 -2.744832 -0.523564 0.164 0.025 0.613
H 1.592122 -2.833265 -2.048169 -1.044 -0.507 -0.694
H 2.445143 -6.116302 -1.333802 -0.050 -0.018 0.229
H 3.124506 -4.967889 -0.126772 0.116 -0.103 0.037
H 3.101557 -4.577086 -1.848010 -0.290 0.279 -0.121
C -2.704147 5.155307 0.110941 0.061 -1.902 -0.615
C -2.345672 4.035972 -0.916732 1.892 1.445 -0.177
C -0.832099 4.205499 -1.299342 -1.539 -0.611 -0.602
O -2.554514 2.693208 -0.485681 -0.319 0.800 -0.029
H -2.645298 6.075319 -0.467717 -0.383 0.218 0.442
H -1.987290 5.151284 0.932133 0.113 0.112 -0.074
H -3.674048 4.894883 0.535856 -0.241 0.660 -0.071
H -2.853179 4.231254 -1.863067 -0.588 -0.184 0.154
H -0.203803 3.695751 -0.571107 0.261 0.321 -0.096
H -0.619931 5.256439 -1.495268 0.191 0.085 0.663
H -0.701299 3.768164 -2.290138 0.319 -0.486 0.206
H -3.482962 2.472342 -0.596989 -0.028 -0.089 0.086
C 0.288369 -3.084547 6.084140 0.854 -0.840 -0.291
C 0.983701 -2.270559 4.954327 -1.377 -0.615 0.274
C 0.338236 -2.659659 3.615201 -0.012 0.799 0.899
O 0.742579 -0.882350 5.203094 0.079 0.111 -0.434
H -0.767982 -2.847291 6.209392 0.220 0.845 0.194
H 0.884404 -3.067112 6.997771 -0.375 0.471 0.300
H 0.195156 -4.157883 5.898907 0.519 -0.107 -0.583
H 2.057649 -2.446518 4.875234 0.093 -0.131 0.352
H 0.412696 -1.820112 2.924056 0.264 -0.228 -0.244
H -0.723311 -2.806290 3.816896 -0.060 -0.219 -0.293
H 0.810535 -3.573411 3.258447 -0.188 0.084 -0.268
H 1.059549 -0.658015 6.081926 0.000 -0.124 0.090
C -2.193875 0.752115 -3.030225 -1.246 0.948 0.016
C -1.873239 -0.116208 -4.232861 2.036 -0.107 0.859
C -1.137897 0.650594 -5.328765 -0.300 2.034 -0.360
O -0.939450 -1.108605 -3.781539 -0.396 -0.158 -0.481
H -2.512683 0.199650 -2.146113 0.437 -0.454 -0.085
H -3.106797 1.323432 -3.225233 0.019 0.377 -0.309
H -1.434352 1.468421 -2.719200 0.282 -0.281 -0.169
H -2.809526 -0.570112 -4.563714 0.082 -0.133 -0.433
H -0.656987 0.174501 -6.182085 -0.756 -0.756 0.062
H -0.342696 1.344483 -5.042522 0.376 -0.677 1.264
H -1.772179 1.479233 -5.659150 -0.698 -0.496 -0.690
H -1.325841 -1.549565 -3.014991 0.263 -0.431 0.228
C 3.263266 0.398907 -1.041156 -0.203 -1.324 2.218
C 2.777974 1.353313 -2.037412 0.231 1.850 -1.877
C 1.882736 0.731932 -3.108403 -0.043 0.357 1.090
O 2.107065 2.451547 -1.417677 -0.904 -0.299 -0.003
H 2.410410 -0.145190 -0.623666 -0.269 -0.164 -0.197
H 3.621058 0.909509 -0.144716 0.495 0.195 -0.185
H 3.983827 -0.376844 -1.299693 0.120 0.304 -0.548
H 3.589506 1.883800 -2.545634 0.578 -0.603 -0.226
H 2.455312 0.007756 -3.686907 -0.187 -0.036 -0.097
H 1.445878 1.503475 -3.740967 0.231 -0.028 -0.119
H 1.057230 0.256546 -2.576507 -0.090 -0.284 -0.283
H 2.530298 2.626282 -0.566162 -0.018 -0.258 0.100
```
Positions in Å, forces in eV/Å.

Results
Electronic energy = -1567.2398 Eh
Orbital gap = 9.15 eV
Multiplicity = 1
SMILES = COCCNCCOC.CC(C)O.CC(C)O.CC(C)O.CC(C)O.CO.CO.CO

***

> Among the records above, which one has the highest electronic energy?

C2H4N2O

***

Copy entry 7 word for word.
2 unconnected molecules or ions with the total composition CNO3S2 at a distorted geometry, computed with the ωB97M-V functional and the def2-TZVPD basis.

Geometry as XYZ:
```
7
Properties=species:S:1:pos:R:3:forces:R:3
C -2.074708 0.070443 0.082613 1.928 0.045 -0.032
N -0.892076 0.139917 0.136603 -0.854 -0.061 -0.009
O 1.785965 -0.778207 1.155415 -0.556 0.516 -0.169
O 1.495263 -0.743604 -1.268577 -0.297 0.508 0.497
O 1.880062 1.362735 -0.058795 -0.598 -0.133 0.158
S -3.714328 -0.032413 -0.017154 0.251 0.042 0.064
S 1.519824 -0.018874 -0.030103 0.126 -0.916 -0.508
```
Positions in Å, forces in eV/Å.

Results
Electronic energy = -1115.0279 Eh
Orbital gap = 7.65 eV
Multiplicity = 1
Net charge = -1